No. 1
Here is a cluster of 12 separate species, C21H58O26S5 in total in a non-equilibrium geometry from OMol25. Energies are from ωB97M-V with the def2-TZVPD basis set.

XYZ file:
```
110
Properties=species:S:1:pos:R:3:forces:R:3
S -1.32384 6.02350 3.09329 0.499 -0.288 -0.369
S -1.09184 -1.49811 -5.58941 -0.243 0.624 -0.398
S -3.25937 -1.80278 3.26315 -0.558 -0.050 -0.218
S -0.64791 1.95394 5.10439 1.246 0.129 -0.107
S 5.81857 0.22465 -3.69866 0.094 0.409 0.626
O -0.37027 -2.63759 -5.11912 -0.500 0.148 0.148
O -2.71861 6.32568 3.22449 0.822 0.179 -0.474
O -1.68686 2.10503 6.08552 1.117 -0.381 -0.636
O -0.92780 2.20190 3.70754 0.288 -0.054 0.834
O -0.62840 5.52542 4.25546 0.006 0.037 -0.615
O 4.88044 0.51766 -4.96511 0.907 -0.427 0.128
O -0.61915 -0.81415 -6.76376 -0.245 0.043 0.511
O -1.25794 -3.54628 -1.90533 0.007 -0.029 0.306
O -1.48522 0.25837 0.65316 -0.231 0.188 0.062
O 4.29677 0.38004 1.67261 0.153 0.838 0.194
O -0.12406 -1.47198 1.04585 -0.348 -0.367 0.545
O -0.07041 -0.44814 -0.93120 0.178 -0.103 0.483
O 1.54189 -4.68442 -2.39759 -0.188 -0.039 0.157
O 3.56232 1.06492 -0.37040 -0.006 0.714 0.139
O -3.20048 2.79661 2.25949 -0.412 -0.051 -0.223
O 2.86231 -4.43043 0.10871 -0.321 -0.293 -0.374
O -1.21566 4.98072 1.85828 0.262 1.133 1.221
O 4.42847 -0.96324 -0.06709 0.589 -0.141 -1.205
O 0.01770 0.49358 5.22184 -0.746 0.154 0.589
O -2.93758 -0.40459 3.09573 -0.028 -1.071 0.830
O -2.61845 -1.98876 -5.88575 1.496 0.107 0.156
O 5.13427 -0.67212 -2.80058 0.601 0.280 -0.699
O -2.44475 -2.75977 3.97666 -0.449 1.107 -0.687
O 6.27925 1.49310 -3.17665 -0.129 -0.832 -0.386
O -3.19627 -1.50344 -1.55447 0.113 0.410 -0.028
O -4.73095 -1.96150 3.98298 1.725 0.281 -0.161
C 3.73883 1.32579 -4.72294 -1.547 1.133 -0.180
C 0.88350 2.84326 5.55563 -1.074 0.722 -0.555
C 0.68355 -0.06059 4.07196 -0.877 -0.617 -1.233
C -4.67696 -1.74490 -7.01893 -0.518 0.022 0.044
C 0.06223 4.36889 1.61722 0.377 -1.236 -1.423
C 1.02067 -1.38321 -0.97475 -0.210 -0.285 0.514
C 7.19265 -0.60843 -4.53797 -1.204 0.345 0.689
C -0.60673 -0.46795 0.31595 -0.563 -0.085 -0.952
C -6.90367 -1.11528 4.51097 -0.641 0.221 1.792
C -0.36899 7.45761 2.45850 -1.859 -0.472 0.578
C -3.55887 -0.97918 -6.36425 0.300 -0.320 0.868
C 4.09750 0.29107 0.34574 -0.400 -1.685 0.054
C 4.99175 -1.75348 0.93761 -0.538 1.229 3.154
C -3.61052 -2.43311 1.60262 -0.699 0.273 1.291
C -5.69850 -0.96212 3.64521 -0.883 -0.447 -1.205
C 4.98980 -0.76008 2.14611 0.033 -0.651 0.075
C 0.91144 -2.15264 0.35975 1.073 1.331 -0.944
C 1.47520 -1.30841 4.48338 -0.120 1.505 1.270
C -1.34650 -0.31928 -4.21205 0.302 -0.648 -0.553
C -0.26616 3.22586 0.67155 -0.907 -1.112 0.511
C 2.53569 0.51804 -4.27957 -0.190 -1.336 0.403
H -4.29672 -1.74669 1.11226 0.056 0.148 0.122
H -1.99071 -2.91648 -1.76780 0.142 -0.159 -0.148
H 0.55825 2.59921 0.32800 0.412 0.553 -0.017
H 0.84186 -2.08954 -1.77470 0.335 0.444 -0.528
H -7.43904 -2.06315 4.45315 0.260 -0.092 -0.407
H 1.65128 2.63363 4.81222 -0.057 -0.535 0.113
H -1.98972 -0.90209 -3.55740 -0.234 0.438 0.168
H -0.09779 -0.36035 3.37151 -0.057 0.092 0.025
H 1.59390 -1.18993 5.56599 0.120 -0.278 0.006
H 0.69216 3.90989 5.42733 -0.266 -0.010 0.316
H -6.66072 -0.99721 5.57412 0.310 -0.103 -0.116
H 1.95673 -0.83243 -0.97475 -0.003 -0.047 -0.715
H 1.23106 0.71585 3.53476 0.445 -0.036 0.345
H -4.15528 -3.34055 1.85992 0.386 -0.402 -0.648
H -0.81412 7.70434 1.49744 0.299 -0.095 -0.167
H 1.58711 1.05332 -4.26921 0.227 0.420 -0.204
H -2.70523 -2.49475 1.01107 0.125 -0.348 0.223
H 0.50066 3.94442 2.51748 -0.099 0.376 0.205
H -3.86567 -0.53275 -5.41387 -0.438 0.547 -0.455
H 4.29224 -2.51627 1.27136 0.300 -0.634 -0.941
H 2.40652 -0.35787 -4.92371 -0.011 0.278 -0.381
H 0.77635 4.99123 1.06948 -0.212 0.725 0.540
H 0.70118 7.29922 2.45778 -0.024 -0.159 0.020
H 2.44816 -4.70623 -0.74154 0.383 0.173 0.352
H 2.48986 -1.26142 4.09731 -0.110 -0.464 -0.400
H 1.22535 -5.32588 -3.04371 0.121 0.066 0.004
H 0.77456 -4.11612 -2.23952 -0.138 0.018 -0.214
H -0.89599 3.51731 -0.16873 0.294 0.339 -0.100
H 0.91235 -2.22296 4.33611 0.220 -0.104 -0.388
H -3.04237 -0.25729 -6.99595 -0.064 -0.098 -0.090
H 1.17355 2.59920 6.57129 -0.035 -0.124 -0.024
H -2.67508 -0.70107 -1.38803 -0.084 -0.119 0.177
H 2.62547 0.03418 -3.30342 0.379 0.499 0.187
H -6.02333 -1.24250 2.63086 0.147 0.672 -0.084
H 6.03955 -2.04490 0.93965 -0.181 -0.468 -1.529
H 3.94406 2.19086 -4.08801 0.362 -0.435 0.465
H -0.89310 2.53055 1.22867 -0.049 0.051 -0.025
H 6.00142 -0.51722 2.46673 -0.081 0.373 -0.002
H -0.70462 8.22471 3.15660 0.454 0.167 0.053
H -5.44931 -1.11303 -7.46037 0.242 0.314 0.026
H 2.45534 -5.00291 0.76819 0.099 0.000 -0.023
H -0.43154 -0.05312 -3.68414 0.283 -0.591 -0.237
H 7.53537 0.08247 -5.30013 0.144 -0.215 -0.126
H 4.45060 -1.21422 2.97502 -0.034 0.361 0.175
H 7.93000 -0.79197 -3.76102 0.072 0.182 -0.006
H -1.50431 -4.33057 -1.40183 -0.064 0.063 -0.066
H 3.48234 1.81866 -5.66378 0.283 -0.409 -0.270
H -7.63775 -0.31941 4.36991 0.138 0.020 -0.531
H -1.72519 0.63701 -4.56576 -0.542 -0.293 -0.181
H -2.52600 3.00210 2.91846 -0.119 -0.189 -0.114
H -5.30102 0.05173 3.68170 0.216 -0.172 -0.012
H -5.19483 -2.32100 -6.25122 0.135 -0.267 -0.123
H 6.80930 -1.56249 -4.88901 0.057 0.102 -0.325
H -4.31440 -2.40186 -7.80723 0.122 -0.044 0.107
H 0.74030 -3.19489 0.12611 -0.296 -0.092 0.859
H -3.03582 1.87332 2.03109 0.102 0.044 0.203
H 1.83872 -1.91730 0.87985 -0.067 -0.904 0.372
H -4.10799 -1.19453 -1.60236 0.042 -0.127 -0.011
```
Forces are in eV/Å.

Values from the calculation:
HOMO level, eV: -9.6580
Multiplicity: 1
SMILES: CCOS(C)(=O)=O.CCOS(C)(=O)=O.CCOS(C)(=O)=O.CCOS(C)(=O)=O.CCOS(C)(=O)=O.O=C1OCCO1.O=C1OCCO1.O.O.O.O.O

***

No. 2
Here is a structure of composition C21H59B3BrO14PS8 in a non-equilibrium geometry from OMol25. Energies are from ωB97M-V with the def2-TZVPD basis set.

XYZ file:
```
107
Properties=species:S:1:pos:R:3:forces:R:3
Br -2.05058 1.64352 -3.78429 0.111 -0.090 0.228
S -5.69779 3.91436 -0.80347 0.007 -0.073 -0.009
S 6.14434 -0.53536 8.55783 0.029 -0.064 -0.019
S -2.13161 8.05077 -1.06298 -0.144 0.063 0.003
S -0.35036 4.01908 0.47741 -0.111 0.127 0.101
S 3.99729 -3.47693 3.77960 0.102 0.127 -0.013
S 1.03047 -3.71575 1.07938 -0.050 -0.024 0.179
S -7.94915 -0.61109 -5.70527 0.030 0.029 -0.009
S 7.20638 0.00289 2.66972 -0.002 0.106 0.004
P -5.20825 -2.94266 -2.84468 -0.861 0.131 0.394
O -6.10822 5.33331 -0.60313 0.057 0.089 -0.034
O 2.33862 -2.82538 -2.98173 0.081 0.251 -0.273
O 3.12653 -3.36663 -5.03436 -0.340 -0.221 1.825
O 6.86389 0.74842 8.35398 0.004 0.069 -0.029
O -1.39436 7.06265 -0.22555 0.023 -0.048 -0.039
O 3.08266 -4.58619 4.17517 -0.016 -0.059 -0.009
O 7.04588 -1.34242 3.29524 0.017 -0.012 -0.052
O -2.48291 -2.55253 -3.98044 -0.019 0.287 0.538
O -7.41654 -1.57781 -4.70804 0.000 0.007 -0.078
O -3.52541 -0.65137 -2.98058 0.463 -0.062 -0.364
O -1.19820 -0.94359 -2.77738 0.194 0.247 -0.820
O -1.13480 2.77083 0.70654 0.066 -0.142 -0.050
O -4.61801 -3.96581 -1.65211 0.283 0.210 -0.199
O 0.81703 -4.58045 -0.11766 -0.019 -0.028 0.005
C 8.30065 -0.21204 1.26394 0.075 -0.022 -0.041
C 0.48275 -4.65529 2.50155 -0.179 -0.091 0.002
C 1.22560 3.80516 1.31633 0.109 -0.091 -0.019
C -5.49158 -4.09645 -4.25478 0.197 0.141 0.342
C 0.94547 -3.08347 -2.75555 -0.284 0.114 -0.597
C -9.73636 -0.78478 -5.69065 -0.101 0.021 0.019
C 3.23601 -5.05835 -3.33965 -0.172 0.521 -0.135
C 5.08674 -0.76540 7.12607 -0.123 0.002 -0.108
C 8.36790 0.90590 3.69594 0.053 0.029 0.051
C 4.80991 -3.97226 2.26048 0.043 -0.028 -0.139
C 0.30936 3.91684 -1.18884 0.088 -0.020 -0.058
C 2.89546 -3.68780 -3.87959 0.499 0.103 -1.542
C -5.31161 3.73191 -2.54767 -0.027 -0.098 -0.144
C 4.81537 -0.21604 9.72397 -0.087 0.028 0.040
C 0.09403 -2.76015 -4.00389 0.265 -0.317 0.599
C -4.00140 3.76284 -0.25011 0.096 0.015 -0.004
C -0.31468 -2.52338 1.11583 -0.041 0.047 -0.071
C 5.45685 -3.60148 4.80715 0.197 -0.042 0.164
C -3.88154 7.81900 -0.73316 0.040 0.028 -0.011
C -7.90638 1.00565 -4.92313 -0.035 0.096 0.037
C -1.99321 9.63698 -0.23076 0.026 0.086 0.033
B -1.24072 -2.08388 -3.58975 0.257 -0.444 -0.061
B -3.58204 -1.98373 -3.34024 -0.634 -0.499 -0.236
B -2.25618 -0.14393 -3.08567 -0.433 0.605 0.591
H -9.97723 -1.76334 -6.09945 0.040 -0.019 -0.013
H 4.48403 0.12898 6.96733 0.031 0.033 0.052
H 1.03118 3.79638 2.38628 -0.045 0.012 0.007
H -3.96821 3.88614 0.82906 -0.040 -0.010 0.017
H -6.42413 -3.81231 -4.71945 -0.129 0.166 -0.278
H 0.63279 -2.44518 -1.94481 0.319 0.130 0.366
H 9.20212 -0.73605 1.58046 -0.020 -0.010 0.044
H 5.85455 -4.61547 4.75682 -0.067 -0.023 -0.042
H -5.63958 -5.07546 -3.80847 0.069 -0.219 0.032
H -0.19905 -1.85199 0.26684 0.033 0.012 0.001
H 1.16983 -5.48420 2.64015 0.078 0.031 0.023
H -3.39962 4.53896 -0.72474 0.018 0.022 0.023
H -0.95288 9.95066 -0.27957 0.019 -0.024 -0.019
H 0.99127 4.74981 -1.35583 -0.034 0.040 0.003
H 8.54927 0.76461 0.85005 -0.019 0.014 -0.006
H 5.26708 0.00192 10.68889 0.044 -0.005 -0.004
H -8.39636 0.95311 -3.95106 0.007 -0.056 0.003
H 4.05874 -4.00241 1.47347 -0.033 0.019 0.021
H -3.61617 2.77834 -0.51152 0.005 -0.016 0.045
H 1.67902 2.86009 1.01538 -0.037 -0.009 -0.018
H -3.83011 -4.43738 -1.93112 0.203 -0.263 0.020
H 7.88831 1.09926 4.65356 -0.035 -0.014 -0.001
H 5.25208 -4.95988 2.39229 -0.026 -0.007 0.047
H 0.82216 2.96377 -1.32286 -0.037 -0.021 0.033
H -4.05749 7.83777 0.34169 0.040 -0.021 0.017
H 0.82163 -4.11261 -2.45109 -0.138 -0.229 0.223
H -6.86199 1.28237 -4.79463 0.025 -0.041 -0.018
H 3.14532 -5.10023 -2.26391 -0.081 -0.058 0.220
H -0.26070 -1.94955 2.04017 0.020 0.010 0.005
H -0.52723 3.98656 -1.88051 -0.034 0.016 0.027
H 2.56042 -5.76562 -3.80554 -0.077 -0.281 -0.030
H 6.19467 -2.87289 4.47072 -0.068 -0.045 -0.044
H -4.61643 4.51427 -2.85401 0.005 0.017 0.056
H 0.51038 -4.02239 3.38601 0.078 -0.005 0.026
H 4.44391 -1.63159 7.28303 0.000 -0.008 0.015
H 4.23240 0.64093 9.38723 0.033 0.011 -0.033
H -10.10098 -0.71266 -4.66629 0.049 -0.006 0.019
H -2.29859 9.52807 0.80960 -0.004 -0.055 -0.005
H -0.52677 -5.02392 2.31425 0.011 0.035 -0.073
H 5.57602 -3.23553 2.01870 0.006 0.028 0.052
H 5.16933 -3.37792 5.83163 -0.102 -0.054 0.003
H -2.62075 10.36783 -0.74012 0.002 -0.001 -0.017
H -0.04878 -3.65763 -4.59305 -0.089 -0.072 -0.280
H 7.77300 -0.80126 0.51731 -0.042 0.000 0.014
H -4.44902 8.60662 -1.22852 0.007 0.005 -0.024
H -8.40286 1.73222 -5.56633 0.012 0.003 -0.016
H 0.68266 -2.05406 -4.58405 -0.007 0.198 -0.234
H -4.68405 -4.13161 -4.97552 0.117 -0.111 -0.195
H 9.26414 0.30500 3.84735 -0.022 -0.041 -0.022
H 4.18517 -1.10140 9.80615 0.014 -0.016 0.000
H 5.72275 -0.93649 6.25933 0.054 -0.004 0.026
H 4.24504 -5.28709 -3.65301 0.199 -0.159 -0.076
H -1.26777 -3.04796 1.04550 0.024 -0.045 -0.004
H -4.18628 6.85392 -1.12853 -0.046 -0.017 0.012
H -6.23650 3.81934 -3.11454 -0.036 0.021 0.046
H 8.61481 1.85091 3.21312 -0.018 0.013 -0.006
H -4.87100 2.74806 -2.71110 -0.002 -0.005 -0.017
H 1.87980 4.64093 1.06947 -0.020 0.026 0.005
H -10.18056 -0.00839 -6.31319 0.008 0.001 -0.018
```
Forces are in eV/Å.

Values from the calculation:
HOMO level, eV: -8.1246
Multiplicity: 1

***

HOMO level of number 2 (C21H59B3BrO14PS8)?
-8.1246 eV

***

Look up the multiplicity of the first one.
1